Entry 1:
A 2-piece molecular cluster, C11H14N3O4 overall at a distorted geometry. Source: the Open Molecules 2025 dataset; level of theory: wB97M-V/def2-TZVPD.

```
32
Properties=species:S:1:pos:R:3:forces:R:3
O 1.604241 -0.828230 -2.282300 0.6 0.3 0.5
H 0.606851 5.596630 -0.972726 0.0 -0.1 0.0
C -3.275499 -2.630902 0.368421 1.9 1.0 0.6
H -0.298475 -0.106926 -0.851275 1.3 0.1 0.1
C 1.810882 -0.564580 -1.128040 -1.8 0.2 -1.3
C -3.995279 -1.478509 0.881153 0.8 0.6 0.2
C -1.803094 -2.641260 0.323587 -2.5 2.2 1.3
H 4.489734 -1.168041 1.447628 -0.4 -0.9 0.0
H -0.853160 4.626991 -2.532837 0.0 0.0 0.0
C -3.326786 -0.257799 1.381698 2.0 -2.7 -1.3
H -1.287764 0.618812 1.683730 -0.4 -0.8 -0.3
N -0.749847 3.753024 -2.053282 -0.3 0.0 -0.4
O 3.357068 -2.830077 -1.086106 0.0 0.5 -0.1
H 0.707465 0.654461 0.422801 0.6 -0.5 -0.9
H -3.800109 -3.552426 0.010621 0.2 1.1 0.4
C 3.468842 -1.911073 -0.335551 0.6 -0.2 1.4
C 0.030649 3.579756 -0.948519 0.0 -0.4 0.1
H 3.020205 -2.220093 1.756074 0.8 0.0 -0.5
H -1.243956 2.946475 -2.394605 0.1 0.0 0.1
C 3.954446 -2.105656 1.150106 -0.2 1.0 -1.2
H 1.266779 4.613611 0.288381 -0.1 0.0 -0.1
N 0.682016 4.703846 -0.523282 0.3 0.4 0.2
C 0.604485 -0.266597 -0.196996 -0.2 -0.1 1.8
C -1.863037 -0.263644 1.333034 -2.1 -1.1 -0.6
O 3.168808 -0.561837 -0.676046 -0.9 -1.5 1.1
C -1.117054 -1.433358 0.810175 1.0 -0.6 0.1
O 0.137884 2.508061 -0.387057 -0.1 0.7 -0.1
N 0.300888 -1.416256 0.733756 -1.3 0.3 -1.3
H -3.918912 0.602864 1.758364 0.5 -0.7 -0.3
H 4.629030 -2.991574 1.174019 -0.7 0.6 0.1
H -5.107282 -1.487412 0.903636 0.9 -0.1 -0.1
H -1.200020 -3.488283 -0.058563 -0.5 0.8 0.3
```
Forces are in eV/Å.

Properties
orbital gap: 4.696 eV
net charge: -1
E_HOMO: -2.109 eV

=====

Entry 2:
A 12-piece molecular cluster, C36H91BN5O25 overall at a distorted geometry. Source: the Open Molecules 2025 dataset; level of theory: wB97M-V/def2-TZVPD.

```
158
Properties=species:S:1:pos:R:3:forces:R:3
H -10.488815 -2.937403 2.236936 0.2 0.1 -1.0
O -0.655382 -1.871263 -1.657477 2.2 2.1 1.7
H -6.045815 -2.986920 -6.047820 0.4 -0.4 -0.2
H -7.115080 -3.939658 -5.046538 -0.6 0.1 0.3
H -4.477967 3.623007 -8.188928 -0.2 -0.3 0.0
H -0.865157 -7.061488 1.152805 -0.3 -0.1 0.5
O 12.941231 0.634899 2.938684 0.0 0.3 1.0
H -5.090848 9.823592 -3.635666 0.0 -0.2 -0.1
H 11.234428 -0.280305 3.502678 -0.2 -0.5 0.2
H -3.077846 6.462945 -9.929895 -0.2 -0.1 0.4
N -12.096612 -4.211547 1.721150 -0.6 0.7 -0.9
C -3.607368 4.847176 5.535683 -1.1 -0.6 0.5
O 0.961593 0.968469 1.489883 -0.6 -0.4 0.7
N -4.034231 4.048318 7.868315 0.2 0.8 1.3
H 6.419176 5.040033 -1.911714 -0.6 -0.5 0.3
H 12.484639 -6.699169 -0.795739 -0.2 0.3 0.0
H 2.115653 -1.043791 -7.878842 0.5 0.3 -0.6
H 8.406474 4.470460 -3.047276 -0.1 -0.4 -0.3
C -3.342875 3.775905 6.634200 -0.4 -0.6 -0.6
H -8.062625 -2.885606 1.873544 0.3 0.2 -0.1
H 3.440571 3.451965 12.796639 0.6 0.1 0.4
H 7.939105 3.131136 -1.894440 -0.4 0.1 -0.4
C 3.236420 0.640382 1.299641 2.2 1.0 2.5
H 2.223564 -2.390533 -6.885558 0.2 -0.4 0.2
H 3.206361 2.042851 10.419418 0.5 -0.1 0.2
H -5.645503 -5.124665 -7.200161 0.1 0.6 0.4
O 9.571374 4.162352 -1.379794 0.5 0.0 0.1
C 2.826012 -1.819040 -7.591638 -0.4 -0.7 0.6
C -7.890626 -2.007792 -6.051686 1.4 -0.8 1.9
O 2.182244 1.389078 12.088189 -0.3 -0.6 1.2
C 2.257135 3.707798 11.384263 0.8 -0.4 1.3
C -10.951056 -4.166861 3.783481 1.6 -0.1 0.0
H -9.288201 -3.030243 -6.770385 -0.8 -0.1 -0.8
H 14.690605 -7.125612 0.458796 -0.4 -0.4 -0.3
C -6.726411 -5.236012 -7.285807 -0.3 -0.1 -0.6
C -6.335913 5.813058 -0.922756 1.0 -0.6 -0.6
H -2.462672 4.738661 -8.389001 0.1 -0.1 0.2
C 2.052182 1.022525 2.232169 0.8 1.0 2.0
C -3.675682 2.300582 6.277038 0.5 0.4 -1.2
H -6.648493 -3.953868 2.165392 -0.3 -0.1 0.3
C 12.080133 0.187776 4.006442 0.3 -1.2 -1.2
H 12.346057 -8.506337 1.708952 0.0 0.4 0.0
H 2.727103 -2.630378 -9.460109 -0.2 0.3 0.3
H 11.302564 -8.618588 0.258232 0.0 0.2 0.1
H -11.408116 -5.141258 3.955931 0.0 0.1 0.5
O 2.156256 1.417291 3.384319 -0.5 -0.8 -1.9
H -12.742976 -3.773562 2.361833 -0.5 0.0 -0.2
H -5.274862 5.794775 -0.673884 0.4 0.2 -0.2
H -3.294057 1.613461 7.032231 0.3 0.1 0.0
H -3.728593 3.327973 8.506906 0.2 0.1 0.4
H 13.546120 -1.445615 4.374632 0.2 0.5 -0.1
H -9.766247 -2.606035 -5.368159 0.4 0.4 0.8
H -2.278608 3.874985 6.847759 0.1 -0.4 0.1
H -6.608326 4.760202 -0.849360 -0.5 0.2 0.2
O 0.756461 1.232801 -0.905877 0.4 -0.4 0.9
C -4.627255 9.511248 -2.699920 -0.9 -0.7 1.1
O 1.205187 -9.040573 -0.447678 -0.2 0.6 -0.9
H -6.936325 8.264808 -2.034531 -0.4 -0.3 0.5
H -12.285272 -5.202038 1.779829 -0.1 -0.2 0.0
C 9.344531 -5.314793 0.647747 0.7 -0.2 -0.6
C -7.601918 -3.847353 1.647977 -1.5 -0.9 0.9
O -2.745803 5.608101 -10.213790 0.3 1.0 -1.4
H -3.102940 4.631775 4.593738 0.2 -0.4 0.0
H -9.816504 -4.685117 0.514880 0.1 0.6 -0.2
O 0.725186 -0.959842 -0.057574 0.6 -0.5 1.1
H 3.770552 -0.902250 -5.892143 0.0 0.7 -0.2
O 7.640006 6.468924 -1.283181 1.2 1.2 0.0
H -10.176808 -5.960258 1.507708 -0.2 -0.2 0.9
H -6.861256 -5.533376 -8.325752 -0.4 -0.4 0.1
H 10.202442 4.641582 -1.921727 -0.1 0.0 0.1
O 4.645110 -0.264371 -7.697815 0.4 0.0 0.5
O 10.500043 -5.991359 0.144241 -0.3 1.2 0.9
C -3.004505 4.594657 -9.323760 -1.3 -0.6 0.6
H -7.033298 -6.001232 -6.572819 -0.1 -0.3 -0.1
C -7.077988 -3.321307 -5.943400 -0.3 0.8 -1.9
C -1.983885 6.486727 6.082345 -0.6 -0.5 -0.7
H -6.492753 -1.044413 -4.724245 -0.1 -0.3 0.6
H -7.500440 -1.455340 -6.906473 -0.2 -0.5 -0.5
C -4.502578 4.385082 -8.967860 0.8 -0.2 0.1
H 1.524701 2.255370 10.290316 -0.7 -1.0 -0.1
H 1.445171 -9.604089 0.291551 0.0 0.1 0.2
H -7.841378 -0.132606 -5.268754 -0.1 0.4 0.4
H -7.364009 -3.903805 0.585756 -0.5 -0.4 -0.2
C -10.784383 -3.985343 2.287447 -1.1 -0.2 1.0
O -5.043146 5.578106 -8.443595 0.2 0.7 0.1
O 3.437546 4.100988 12.089279 -0.4 0.0 0.1
H -1.635148 5.919020 6.945014 0.6 0.5 0.1
N 13.935070 -6.548270 0.799289 -0.1 0.5 0.2
O 2.737169 0.396154 0.160286 -0.2 -1.1 -2.4
C -4.853125 7.990186 -2.398557 0.2 2.0 -0.6
H 1.558236 -7.344152 0.636382 0.1 0.6 -0.2
H 8.782408 -4.983536 -0.225394 -0.2 -0.1 0.2
C 8.297606 4.153997 -2.009918 0.6 0.9 0.8
C -6.311132 7.584058 -2.612311 0.0 -1.0 0.9
H 0.368336 -7.103321 -0.708495 0.4 -0.4 -0.3
H -6.649658 7.712898 -3.640366 0.4 -0.2 -0.2
O 13.507465 -0.093425 5.916880 1.4 0.2 0.5
B 1.289143 0.390679 0.201055 -0.3 0.7 -0.9
C -0.370360 -8.026824 1.046013 -0.6 -0.6 -0.3
C 12.851012 -0.792772 4.902574 -1.5 0.3 -0.1
H -11.505283 -3.306076 4.157643 -0.4 -0.3 0.1
O 0.031052 -8.632558 2.293690 0.2 1.1 -0.2
H 7.182298 4.831293 -0.286287 -0.1 -0.2 -0.1
H -5.117897 10.054179 -1.892079 0.2 0.5 -0.1
H -4.523471 7.775869 -1.381951 -0.2 0.1 0.2
O -8.538078 -4.894615 2.174198 0.9 0.7 -1.3
H 9.660811 -4.435284 1.208577 -0.3 0.0 0.2
N -9.290021 -2.218113 -6.169925 -1.0 -0.7 -1.3
C 11.643903 -5.843525 1.002732 -0.2 -0.8 -2.3
C 0.018603 -0.959740 -1.140614 -2.7 -1.8 -2.0
H -4.359932 7.527656 -4.190933 0.4 -0.2 -0.7
H 12.175984 -4.896689 0.910601 -0.7 0.8 0.2
H 11.391618 -6.080288 2.036359 0.3 -0.1 0.0
O 4.418528 0.693001 1.584427 -1.3 -0.2 -0.1
H 11.624826 0.930442 4.661611 0.4 0.7 -0.1
H -9.958551 -4.082211 4.226059 0.0 -0.4 0.4
H -8.236025 -1.295469 -4.050123 0.6 -0.3 0.4
H 14.223092 -5.593940 0.636789 0.0 0.2 0.0
H 4.711687 -2.109152 -6.670730 0.4 0.0 -0.2
H 4.939389 -0.732605 -8.482529 0.1 0.0 -0.2
H -6.767464 6.442953 -0.144885 -0.7 0.1 -0.4
H -5.035527 3.916290 7.859941 -0.2 0.2 -0.7
H 7.815261 6.785426 -2.172405 0.0 0.1 -0.1
O -6.552440 6.159111 -2.295839 0.0 1.9 0.4
H 2.127757 4.401511 10.553529 0.0 -0.4 -0.2
C 0.739629 -7.778468 0.062492 0.5 -1.5 1.3
C 4.062370 -1.259017 -6.879900 -1.3 -0.7 -0.6
H -1.450516 6.206332 5.174053 0.4 -0.3 0.0
H 12.126340 -1.466192 5.360249 -0.3 -0.2 0.0
C -9.863354 -4.918709 1.578528 2.3 0.3 -0.3
H -3.271075 2.040753 5.298843 0.2 -0.3 0.0
H -1.898757 7.572675 6.122020 0.0 -0.1 0.6
H -0.377559 -8.050073 2.938171 0.3 -0.3 0.5
O -0.622066 0.864343 -2.634395 1.1 -0.8 1.5
H 8.770484 -6.015102 1.254489 -0.2 0.2 0.2
C 0.018710 0.470338 -1.663031 -1.8 1.3 -2.9
H -5.098657 4.033697 -9.810066 0.1 0.0 -0.2
C 12.570934 -6.798050 0.286329 1.3 -1.7 2.0
O -7.509066 -4.068174 -7.110848 1.4 0.0 1.0
O -3.351798 6.169093 5.901016 0.0 0.7 0.4
H -3.560460 9.732369 -2.734017 -0.1 -0.1 0.1
H -4.682918 4.867168 5.359916 -0.2 -0.3 -0.3
H -4.189650 6.358526 -3.116317 0.5 -0.8 -0.5
H -6.001041 5.542141 -8.391268 0.1 -0.2 -0.1
H 12.890054 0.383992 6.475878 -0.2 -0.1 -0.2
H -1.044848 -8.797335 0.672525 -0.4 0.5 -0.8
C -7.567200 -1.118110 -4.892326 -0.4 1.4 -0.5
C 7.334472 5.122469 -1.325598 -0.9 -1.3 -0.3
H -4.738230 2.063918 6.221402 -0.2 0.6 0.0
H 13.040542 -8.800075 0.121270 0.0 -0.6 0.1
H 1.960823 0.528456 11.725013 0.0 -0.1 0.2
O 3.244622 -2.704491 -8.654948 0.3 0.5 0.3
H 12.439866 1.181442 2.329145 -0.1 0.1 0.0
C 12.254660 -8.261450 0.650759 0.5 0.0 -1.0
C 2.325162 2.239817 11.029986 -0.1 2.1 -3.2
H 1.400044 3.762498 12.055459 -0.3 0.5 0.1
H -2.659209 3.688813 -9.822082 0.1 -0.2 0.3
N -3.953984 7.325434 -3.288487 -0.1 -1.1 -0.1
```
Forces are in eV/Å.

Properties
orbital gap: 9.097 eV
net charge: -1
E_HOMO: -7.387 eV

=====

Values of E, in order: -24293.4029 -98120.0013, all in eV.